Molecular formula: C16H34FNO9S3
Method: DFT, ωB97M-V/def2-TZVPD

Geometry as XYZ:
```
64
Properties=species:S:1:pos:R:3
N -0.557 1.558 -0.416
H -0.850 1.795 0.727
H -1.085 2.158 -0.907
H -0.897 0.623 -0.596
H 0.453 1.663 -0.730
F -3.368 1.080 -0.192
C -2.691 -2.158 0.688
C -2.253 -1.676 2.050
C -3.041 -0.481 2.441
O -3.570 -0.900 3.760
C -3.227 -2.207 3.994
O -3.586 -2.791 5.056
O -2.436 -2.574 3.079
H -2.319 -1.463 -0.052
H -3.847 -2.256 0.700
H -2.311 -3.017 0.326
H -1.246 -1.335 1.937
H -3.834 -0.288 1.661
H -2.427 0.426 2.365
C 3.484 1.550 3.829
C 2.701 2.859 4.131
C 1.186 2.520 4.137
S 1.074 0.906 3.556
O 0.883 0.931 2.098
O 0.055 0.206 4.376
C 2.674 0.250 3.920
H 4.160 1.811 4.495
H 4.009 1.563 3.004
H 2.976 3.681 3.513
H 3.063 3.356 4.867
H 0.480 3.103 3.536
H 0.868 2.525 5.315
H 3.038 -0.471 3.337
H 2.556 -0.005 4.912
C 4.516 -2.627 -0.911
C 5.083 -1.111 -0.738
C 3.914 -0.140 -0.478
S 2.470 -1.145 -0.257
O 1.436 -0.492 -1.012
O 2.303 -1.579 1.023
C 3.042 -2.563 -1.180
H 4.610 -3.179 -0.016
H 5.134 -3.109 -1.739
H 5.531 -0.749 -1.741
H 5.858 -1.147 -0.125
H 3.698 0.350 -1.595
H 4.171 0.434 0.372
H 2.918 -2.752 -2.325
H 2.204 -3.453 -0.902
C -3.170 1.656 -5.842
C -4.385 1.022 -5.141
C -3.873 0.459 -3.861
S -2.325 -0.248 -4.234
O -2.481 -1.539 -4.660
O -1.348 0.028 -3.243
C -1.938 0.824 -5.490
H -3.152 2.752 -5.440
H -3.387 1.757 -6.973
H -4.786 0.049 -5.518
H -5.191 1.490 -4.807
H -4.517 -0.294 -3.382
H -3.674 1.286 -3.090
H -1.804 -0.051 -6.316
H -0.967 1.130 -5.299
```

The multiplicity is 1. The calculation puts the energy above the lowest of the compared OMol25 structures with the same formula, charge and spin at 41.4 kcal per mole. The LUMO energy is -0.20 eV. As for the net charge: 0. The calculation puts the frontier orbital gap at 7.8516 eV.

Atomic partial charges in e from the Löwdin method, atoms 1 to 5: 0.252, 0.231, 0.038, 0.072, 0.141



Molecular formula: C12H17N2
Method: DFT, ωB97M-V/def2-TZVPD

Geometry as XYZ:
```
31
Properties=species:S:1:pos:R:3
C -3.145 0.121 -0.253
C -1.807 -0.142 -0.784
N -1.206 -0.671 -1.679
C 0.149 -0.591 -1.819
C 0.759 -1.163 -2.875
C 2.132 -1.002 -2.921
C 2.824 -0.362 -1.871
C 2.152 0.241 -0.821
C 0.774 0.139 -0.726
N -0.047 0.665 0.336
C -0.073 2.151 0.325
C 0.249 0.089 1.676
C 0.388 -1.424 1.672
C -0.859 0.370 2.685
H -3.756 -0.831 -0.156
H -3.606 0.757 -1.138
H -3.228 0.668 0.728
H 0.313 -1.582 -3.702
H 2.688 -1.548 -3.602
H 3.901 -0.377 -2.031
H 2.659 0.677 -0.041
H -0.887 2.613 -0.307
H -0.323 2.454 1.340
H 0.967 2.573 0.153
H 1.108 0.624 1.864
H -0.410 -2.077 1.366
H 1.165 -1.796 1.073
H 0.469 -1.760 2.663
H -0.651 -0.080 3.618
H -1.678 -0.209 2.352
H -1.023 1.471 2.876
```

The multiplicity is 1. The calculation puts the energy above the lowest of the compared OMol25 structures with the same formula, charge and spin at 62.9 kcal per mole. The SMILES is CC#[N+]c1ccccc1N(C)C(C)C. The LUMO energy is -3.82 eV. As for the net charge: +1. The calculation puts the frontier orbital gap at 8.9697 eV.

Atomic partial charges in e from the Löwdin method, atoms 1 to 5: -0.008, -0.025, 0.219, -0.192, 0.015



Molecular formula: C8H15MnN3O7
Method: DFT, ωB97M-V/def2-TZVPD

Geometry as XYZ:
```
34
Properties=species:S:1:pos:R:3
Mn -0.192 0.396 -0.802
O 0.930 2.019 -1.823
C 2.306 1.807 -1.444
C 2.359 1.532 0.042
N 1.524 0.356 0.389
C 2.190 -0.934 0.083
C 1.815 -1.429 -1.306
O 2.445 -2.249 -1.898
O 0.687 -0.864 -1.783
C 0.949 0.491 1.749
C -0.257 1.424 1.712
O -0.720 1.918 2.694
O -0.756 1.604 0.472
H 0.665 2.913 -1.574
H 2.911 2.673 -1.704
H 2.653 0.962 -2.036
H 1.959 2.392 0.582
H 3.388 1.374 0.374
H 1.863 -1.685 0.801
H 3.274 -0.853 0.152
H 1.678 0.854 2.473
H 0.591 -0.485 2.074
C -2.972 -2.376 1.977
O -3.404 -1.747 0.740
C -2.482 -1.141 0.046
O -1.288 -1.079 0.335
N -2.974 -0.567 -1.079
N -2.092 0.163 -1.884
H -3.869 -2.824 2.387
H -2.575 -1.620 2.648
H -2.225 -3.133 1.759
H -3.950 -0.641 -1.316
H -2.495 1.076 -2.078
H -1.934 -0.326 -2.762
```

The multiplicity is 5. The LUMO energy (spin up / spin down) is -4.50 / -3.52 eV. As for the net charge: +1. The calculation puts the frontier orbital gap (spin up / spin down) at 8.7758 / 9.8438 eV.

Atomic partial charges in e from the Löwdin method, atoms 1 to 5: 1.006, -0.084, -0.151, -0.112, -0.204



Number 1: F_max 7.3 eV/Å. Number 2: F_max 3.0 eV/Å. Number 3: F_max 0.7 eV/Å.